Record 1
C5H10N3 | ωB97M-V/def2-TZVPD

The charge is +1. The calculation puts the electronic energy at -9808.05869 eV. As for the structure (SMILES): NC(N)=[NH+]CC1C=C1. The lowest unoccupied orbital energy comes out at -3.059 eV. The value obtained for the frontier orbital gap is 9.668 eV. Its energy relative to the best compared isomer or geometry (same formula, charge and spin) is 3.690 eV. The multiplicity is 1.

CARTESIAN COORDINATES (ANGSTROEM)
H  -0.599  1.802  0.867
C  0.410  0.194  -2.248
H  2.139  0.700  2.406
N  -0.505  0.842  0.631
N  1.267  0.987  1.907
C  -1.490  0.248  -0.204
N  0.588  -1.192  1.321
H  0.814  -1.477  2.273
C  0.439  0.165  1.254
C  0.509  -1.051  -1.846
H  -2.273  0.900  -0.619
H  1.186  -1.837  -1.648
H  0.886  1.118  -2.637
H  -0.173  -1.551  0.812
C  -0.826  -0.419  -1.753
H  -1.586  -0.813  -2.443
H  1.374  1.985  1.768
H  -2.160  -0.599  0.159

---

Record 2
C2H6N4OS | ωB97M-V/def2-TZVPD

The charge is 0. The calculation puts the electronic energy at -21008.82309 eV. The lowest unoccupied orbital energy comes out at -0.127 eV. The value obtained for the frontier orbital gap is 8.652 eV. Its energy relative to the best compared isomer or geometry (same formula, charge and spin) is 6.483 eV. The multiplicity is 1.

CARTESIAN COORDINATES (ANGSTROEM)
O  -2.621  -0.633  0.807
N  1.676  -0.391  -0.055
C  0.786  0.245  -0.648
S  -1.848  1.424  -0.949
H  2.176  1.106  -1.716
N  1.103  -1.002  1.235
H  0.587  1.762  -1.927
H  -0.716  -1.526  0.792
C  -0.781  0.254  -0.362
H  0.725  0.074  1.997
H  -3.051  0.002  0.209
H  2.127  -1.607  1.865
N  1.151  0.970  -1.708
N  -1.314  -0.678  0.461

---

Record 3
C11H14O9PS2Tb | ωB97M-V/def2-TZVPD

The charge is 0. The calculation puts the electronic energy at -83454.48727 eV. The lowest unoccupied orbital energy (spin up / spin down) comes out at -2.113 / -2.122 eV. The value obtained for the frontier orbital gap (spin up / spin down) is 7.045 / 7.054 eV. The expectation value of S² is 12.68. Its energy relative to the best compared isomer or geometry (same formula, charge and spin) is 0.000 eV. The multiplicity is 7.

CARTESIAN COORDINATES (ANGSTROEM)
C  -2.048  0.503  -1.000
O  -1.548  1.330  -0.224
O  -0.101  -0.947  0.179
S  1.084  0.763  2.850
H  -0.496  -1.337  6.628
C  0.802  -2.241  4.351
H  1.125  -3.206  4.736
O  -2.289  -1.448  -3.891
C  2.050  1.580  6.175
C  0.308  3.235  5.437
O  -2.517  1.541  -3.115
O  -2.639  -1.099  0.772
H  2.399  1.498  5.149
H  -1.252  -2.833  4.069
H  -2.120  -1.877  6.188
C  -3.255  -1.483  -1.633
H  2.216  0.635  6.686
P  -0.528  0.696  4.106
Tb  -1.176  0.143  1.495
C  0.575  1.947  6.190
S  -2.100  1.776  3.437
H  -0.848  -3.065  6.485
C  -0.685  -2.056  4.602
H  1.367  -1.458  4.857
H  1.005  -2.200  3.276
C  -2.592  -0.896  -2.876
H  0.876  4.047  5.882
C  -2.310  0.551  -2.466
O  -4.315  -2.023  -1.519
C  -1.059  -2.081  6.074
H  2.625  2.350  6.680
C  -2.405  -0.929  -0.480
O  -1.160  -0.818  3.977
O  -0.198  0.849  5.635
H  -0.751  3.476  5.462
O  -0.962  -1.097  -0.888
H  0.620  3.115  4.400
H  0.207  2.013  7.221